C67H83Cl3N10O2Rb | ωB97M-V/def2-TZVPD

Element x y z (Å)
Rb (-0.09, 0.22, -0.05)
C (-3.38, 3.18, -3.97)
C (-4.30, 3.17, -2.74)
C (-3.93, 2.08, -1.78)
C (-4.50, 0.85, -1.65)
C (-5.72, 0.32, -2.34)
C (-6.98, 0.48, -1.48)
C (-3.70, 0.14, -0.64)
N (-2.71, 0.93, -0.20)
C (-2.80, 2.11, -0.84)
C (-1.97, 3.21, -0.62)
C (-0.93, 3.33, 0.30)
C (-0.03, 4.49, 0.42)
C (-0.08, 5.72, -0.44)
C (0.59, 5.50, -1.80)
C (0.87, 4.18, 1.38)
C (0.51, 2.84, 1.86)
C (1.20, 2.12, 2.84)
C (1.00, 0.80, 3.25)
N (0.10, -0.04, 2.72)
C (0.15, -1.19, 3.42)
C (-0.69, -2.29, 3.22)
C (-1.74, -2.40, 2.29)
N (-2.13, -1.43, 1.43)
C (-3.19, -1.90, 0.75)
C (-3.91, -1.18, -0.22)
C (-3.49, -3.27, 1.15)
C (-2.58, -3.58, 2.12)
C (-2.46, -4.86, 2.89)
C (-3.17, -4.79, 4.25)
C (-4.59, -4.12, 0.60)
C (-5.94, -3.80, 1.25)
C (1.20, -1.10, 4.45)
C (1.72, 0.15, 4.35)
C (2.82, 0.77, 5.16)
C (4.17, 0.75, 4.42)
C (1.55, -2.16, 5.45)
C (0.58, -2.15, 6.64)
N (-0.57, 2.39, 1.20)
C (2.08, 4.95, 1.81)
C (3.36, 4.37, 1.20)
H (-3.61, 4.02, -4.62)
H (-3.49, 2.26, -4.53)
H (-2.34, 3.26, -3.65)
H (-5.34, 3.05, -3.06)
H (-4.23, 4.14, -2.23)
H (-5.59, -0.74, -2.58)
H (-5.86, 0.84, -3.29)
H (-6.85, -0.05, -0.53)
H (-7.86, 0.09, -1.98)
H (-7.14, 1.54, -1.25)
H (-2.15, 4.08, -1.24)
H (0.41, 6.55, 0.08)
H (-1.12, 6.02, -0.59)
H (1.65, 5.29, -1.66)
H (0.49, 6.37, -2.45)
H (0.15, 4.64, -2.30)
H (1.99, 2.66, 3.35)
H (-0.53, -3.15, 3.86)
H (-4.75, -1.70, -0.68)
H (-1.40, -5.10, 3.07)
H (-2.88, -5.69, 2.32)
H (-2.78, -3.95, 4.83)
H (-3.03, -5.71, 4.83)
H (-4.24, -4.63, 4.11)
H (-4.36, -5.18, 0.77)
H (-4.67, -3.98, -0.48)
H (-5.90, -3.99, 2.32)
H (-6.75, -4.41, 0.82)
H (-6.18, -2.75, 1.11)
H (2.93, 0.25, 6.11)
H (2.56, 1.81, 5.39)
H (4.51, -0.27, 4.28)
H (4.93, 1.29, 4.98)
H (4.07, 1.21, 3.44)
H (2.57, -2.01, 5.81)
H (1.52, -3.15, 4.97)
H (0.63, -1.19, 7.15)
H (0.82, -2.95, 7.36)
H (-0.45, -2.29, 6.29)
H (2.17, 4.94, 2.91)
H (1.98, 6.00, 1.51)
H (3.48, 3.32, 1.49)
H (4.25, 4.92, 1.51)
H (3.30, 4.40, 0.11)
Cl (3.78, 1.11, -3.78)
C (4.48, 0.51, -2.29)
C (5.81, 0.76, -2.04)
C (6.41, 0.28, -0.90)
Cl (8.11, 0.60, -0.63)
C (5.67, -0.47, 0.03)
C (6.22, -1.03, 1.20)
C (5.43, -1.73, 2.07)
C (4.06, -1.87, 1.76)
N (3.53, -1.40, 0.66)
C (4.28, -0.70, -0.21)
C (3.60, -0.19, -1.42)
O (2.39, -0.39, -1.67)
H (6.39, 1.34, -2.75)
H (7.28, -0.90, 1.41)
H (5.83, -2.17, 2.97)
H (3.39, -2.38, 2.45)
C (-1.09, -4.42, -1.65)
C (-0.94, -2.88, -1.46)
N (0.41, -2.58, -1.03)
C (1.38, -2.98, -2.02)
C (1.28, -4.51, -2.26)
N (0.23, -5.03, -1.33)
C (0.61, -4.74, 0.09)
C (0.70, -3.20, 0.24)
H (-1.36, -4.70, -2.67)
H (-1.83, -4.83, -0.96)
H (-1.64, -2.52, -0.72)
H (-1.15, -2.36, -2.39)
H (2.37, -2.70, -1.66)
H (1.21, -2.42, -2.95)
H (2.21, -5.03, -2.05)
H (0.97, -4.75, -3.28)
H (0.16, -6.04, -1.45)
H (1.55, -5.24, 0.30)
H (-0.17, -5.17, 0.73)
H (1.69, -2.88, 0.54)
H (0.00, -2.85, 0.98)
C (1.63, -2.54, -6.25)
C (0.21, -2.91, -6.72)
C (-0.64, -3.26, -5.48)
C (0.31, -4.17, -7.59)
C (-0.44, -1.73, -7.53)
O (-1.82, -2.00, -7.77)
C (0.27, -1.55, -8.90)
C (-0.32, -0.48, -9.85)
C (0.26, 0.92, -9.72)
C (1.62, 1.13, -9.87)
C (2.17, 2.41, -9.75)
C (1.33, 3.48, -9.49)
Cl (2.00, 5.07, -9.35)
C (-0.03, 3.30, -9.35)
C (-0.56, 2.02, -9.47)
C (-0.38, -0.38, -6.80)
N (-0.88, -0.35, -5.44)
C (-0.19, -0.15, -4.30)
N (-1.01, -0.18, -3.28)
C (-2.22, -0.37, -3.85)
N (-2.19, -0.48, -5.16)
H (2.06, -3.38, -5.70)
H (1.63, -1.68, -5.59)
H (2.29, -2.33, -7.10)
H (-0.45, -4.30, -5.19)
H (-1.70, -3.15, -5.68)
H (-0.40, -2.63, -4.62)
H (0.70, -4.99, -6.99)
H (0.98, -4.04, -8.43)
H (-0.67, -4.48, -7.96)
H (-1.89, -2.81, -8.29)
H (0.20, -2.50, -9.43)
H (1.33, -1.34, -8.74)
H (-1.41, -0.44, -9.72)
H (-0.13, -0.81, -10.87)
H (2.28, 0.30, -10.08)
H (3.23, 2.56, -9.86)
H (-0.68, 4.14, -9.14)
H (-1.63, 1.88, -9.36)
H (-0.97, 0.33, -7.37)
H (0.65, -0.03, -6.78)
H (0.88, 0.01, -4.25)
H (-3.14, -0.43, -3.28)

Output
Relative energy (zero: lowest compared OMol25 entry of this formula, charge and spin): 65.3 kJ/mol
Net charge: -1
2S+1: 1

---

C67H86BClN10O5 | ωB97M-V/def2-TZVPD

Element x y z (Å)
C (0.47, -3.01, -5.49)
C (1.99, -2.76, -5.94)
O (2.89, -2.48, -4.81)
B (4.05, -1.80, -5.34)
O (4.59, -2.28, -6.60)
C (4.77, -0.51, -4.60)
C (3.89, 0.70, -5.19)
C (4.58, 2.15, -5.12)
O (3.64, 3.06, -4.51)
C (4.11, 3.60, -3.25)
C (2.88, 3.37, -2.19)
O (2.68, 1.93, -2.13)
C (1.49, 1.56, -1.47)
C (1.38, 0.07, -0.99)
C (0.10, -0.50, -0.28)
C (-1.12, 0.42, -0.03)
C (-2.51, -0.03, 0.64)
C (-3.71, 0.75, -0.09)
C (-2.46, 0.54, 2.18)
C (-2.71, -1.62, 0.76)
C (-3.24, -2.36, -0.56)
C (-4.87, -2.31, -0.72)
C (-2.91, -3.95, -0.34)
C (-2.49, -1.95, -1.92)
C (-1.01, 1.93, -0.46)
C (0.28, 2.48, -1.16)
C (6.29, -0.70, -5.07)
O (6.94, -0.24, -6.04)
N (6.81, -1.65, -4.06)
C (6.13, -1.71, -2.73)
C (7.00, -1.53, -1.39)
Cl (8.62, -0.66, -1.69)
C (7.36, -2.92, -0.65)
C (7.94, -2.52, 0.82)
C (4.89, -0.68, -3.00)
N (5.44, 0.61, -2.47)
H (0.06, -4.02, -5.90)
H (0.36, -3.04, -4.36)
H (-0.24, -2.20, -5.89)
H (2.32, -3.68, -6.55)
H (1.98, -1.89, -6.70)
H (4.17, -1.77, -7.34)
H (2.83, 0.72, -4.72)
H (3.70, 0.45, -6.31)
H (5.63, 2.16, -4.68)
H (4.70, 2.51, -6.22)
H (4.30, 4.72, -3.34)
H (5.06, 3.12, -2.83)
H (3.24, 3.80, -1.19)
H (1.99, 3.95, -2.65)
H (2.27, -0.61, -1.18)
H (0.01, -1.60, 0.04)
H (-3.72, 1.82, 0.35)
H (-3.59, 0.88, -1.22)
H (-4.73, 0.30, 0.16)
H (-3.50, 0.94, 2.44)
H (-2.14, -0.36, 2.83)
H (-1.63, 1.33, 2.21)
H (-1.75, -2.14, 1.15)
H (-3.50, -1.81, 1.58)
H (-5.39, -1.91, 0.22)
H (-5.05, -1.56, -1.59)
H (-5.24, -3.32, -1.08)
H (-3.15, -4.58, -1.26)
H (-3.63, -4.31, 0.49)
H (-1.86, -4.11, 0.07)
H (-2.46, -0.83, -2.13)
H (-3.02, -2.50, -2.78)
H (-1.43, -2.41, -1.86)
H (-1.85, 2.69, -0.30)
H (0.30, 3.59, -1.47)
H (7.82, -1.83, -4.08)
H (5.56, -2.69, -2.51)
H (6.47, -0.89, -0.59)
H (6.40, -3.51, -0.46)
H (8.15, -3.50, -1.23)
H (7.74, -3.34, 1.59)
H (9.06, -2.24, 0.77)
H (7.42, -1.57, 1.23)
H (3.86, -0.95, -2.60)
H (5.31, 0.71, -1.45)
H (6.41, 0.78, -2.77)
C (-4.00, 2.04, 7.45)
C (-4.02, 0.72, 7.00)
C (-3.12, 0.36, 6.02)
N (-2.23, 1.20, 5.46)
C (-2.24, 2.46, 5.91)
C (-3.10, 2.93, 6.89)
H (-4.69, 2.36, 8.22)
H (-4.72, 0.00, 7.41)
H (-3.09, -0.66, 5.64)
H (-1.52, 3.12, 5.44)
H (-3.06, 3.96, 7.22)
C (6.46, 8.03, -0.13)
C (6.94, 7.08, -1.02)
C (6.06, 6.11, -1.48)
N (4.77, 6.04, -1.11)
C (4.33, 6.98, -0.26)
C (5.13, 7.98, 0.26)
H (7.12, 8.80, 0.25)
H (7.97, 7.08, -1.34)
H (6.38, 5.34, -2.17)
H (3.28, 6.89, 0.02)
H (4.72, 8.71, 0.95)
C (-4.01, -6.31, -6.53)
C (-4.39, -5.23, -5.75)
C (-3.43, -4.60, -4.98)
N (-2.14, -4.97, -4.95)
C (-1.79, -6.02, -5.71)
C (-2.68, -6.72, -6.51)
H (-4.74, -6.83, -7.15)
H (-5.42, -4.88, -5.74)
H (-3.68, -3.74, -4.36)
H (-0.75, -6.31, -5.66)
H (-2.35, -7.56, -7.11)
C (-2.67, 8.64, 8.23)
C (-2.18, 7.70, 7.34)
C (-3.04, 6.73, 6.86)
N (-4.33, 6.64, 7.22)
C (-4.79, 7.56, 8.08)
C (-4.00, 8.57, 8.61)
H (-2.03, 9.41, 8.62)
H (-1.14, 7.72, 7.02)
H (-2.70, 5.97, 6.16)
H (-5.83, 7.46, 8.35)
H (-4.42, 9.29, 9.30)
C (2.26, -0.14, 7.93)
C (3.02, 0.91, 8.43)
C (2.45, 2.17, 8.48)
N (1.19, 2.44, 8.07)
C (0.48, 1.40, 7.60)
C (0.96, 0.11, 7.51)
H (2.67, -1.14, 7.88)
H (4.04, 0.75, 8.77)
H (3.00, 3.02, 8.86)
H (-0.53, 1.65, 7.27)
H (0.34, -0.69, 7.11)
C (2.26, -7.09, -5.21)
C (2.02, -8.35, -4.68)
C (3.00, -8.93, -3.89)
N (4.17, -8.34, -3.60)
C (4.38, -7.12, -4.12)
C (3.47, -6.46, -4.93)
H (1.52, -6.60, -5.84)
H (1.09, -8.87, -4.88)
H (2.85, -9.91, -3.45)
H (5.34, -6.67, -3.88)
H (3.69, -5.48, -5.32)
C (-9.03, 1.69, 10.06)
C (-8.32, 1.05, 11.07)
C (-7.06, 0.55, 10.77)
N (-6.49, 0.64, 9.56)
C (-7.20, 1.26, 8.60)
C (-8.46, 1.80, 8.80)
H (-10.01, 2.10, 10.25)
H (-8.73, 0.94, 12.06)
H (-6.47, 0.04, 11.52)
H (-6.71, 1.32, 7.63)
H (-8.98, 2.29, 7.99)
C (-6.77, -0.73, -6.57)
C (-5.54, -1.08, -7.10)
C (-4.51, -1.36, -6.22)
N (-4.62, -1.31, -4.89)
C (-5.82, -0.96, -4.40)
C (-6.92, -0.66, -5.19)
H (-7.61, -0.50, -7.22)
H (-5.39, -1.14, -8.17)
H (-3.53, -1.64, -6.59)
H (-5.89, -0.92, -3.31)
H (-7.87, -0.39, -4.74)

Output
2S+1: 1
Structure (SMILES): CCOB(O)[C@]1(CCOCCOc2ccc(C(C)(C)CC(C)(C)C)cc2)C(=O)N[C@@H]([C@H](Cl)CC)[C@H]1N.c1ccncc1.c1ccncc1.c1ccncc1.c1ccncc1.c1ccncc1.c1ccncc1.c1ccncc1.c1ccncc1

---

We obtain largest force on an atom values of 1.334, 4.339 eV/A for the records listed above, in that order.
We obtain highest occupied orbital energy values of -0.1172, -0.2786 hartree for the records listed above, in that order.
We obtain E values of -128047.3974, -109202.8188 eV for the records listed above, in that order.